A 3-piece molecular cluster, C33H55IO2S overall. Source: the OMol25 dataset; level of theory: ωB97M-V with the def2-TZVPD basis set.

Last column: Löwdin charge in e.
Geometry (Å):
1 C 0.41462 -2.50747 -3.98735  -0.09
2 C -0.96105 -3.04024 -3.58983  -0.22
3 C -2.09711 -2.10308 -4.04270  -0.31
4 C -3.48210 -2.79302 -3.95821  -0.04
5 C -2.08804 -0.79939 -3.27609  -0.06
6 C -2.09127 0.42948 -3.84166  -0.05
7 C -2.05359 0.69466 -5.33080  -0.32
8 C -0.84972 1.58305 -5.69466  -0.04
9 C -3.36296 1.29194 -5.87876  -0.21
10 C -4.56961 0.39371 -5.62585  -0.09
11 C -2.11569 1.64559 -2.95619  -0.27
12 O -2.49539 2.72703 -3.34507  0.12
13 C -1.60765 1.48322 -1.56550  -0.07
14 C -1.15288 2.57903 -0.83987  0.06
15 C -0.66296 2.44100 0.46180  -0.23
16 C -0.16447 3.61740 1.27407  -0.22
17 C 0.13709 4.92362 0.52381  -0.27
18 C 1.62107 5.15549 0.23276  -0.55
19 S 2.52950 5.39077 1.79324  0.72
20 C -0.70185 1.14833 1.01776  -0.61
21 I -0.04943 0.77377 2.97096  1.00
22 C -1.19937 0.05117 0.32507  -0.07
23 C -1.62944 0.22010 -0.98634  -0.08
24 C -2.14792 -0.92410 -1.77951  -0.27
25 O -2.58536 -1.91408 -1.23867  0.13
26 H 0.55372 -1.48687 -3.61847  0.07
27 H 0.49477 -2.46113 -5.07832  0.08
28 H 1.22468 -3.13341 -3.61585  0.07
29 H -1.13157 -4.00300 -4.07918  0.12
30 H -1.01411 -3.20683 -2.51463  0.10
31 H -1.88319 -1.89544 -5.08867  0.11
32 H -3.84783 -3.05016 -4.95234  0.08
33 H -4.22795 -2.14166 -3.49962  0.08
34 H -3.42446 -3.68642 -3.33832  0.08
35 H -1.91615 -0.24812 -5.85749  0.12
36 H 0.06303 1.20621 -5.22429  0.08
37 H -1.01664 2.61543 -5.39323  0.08
38 H -0.68751 1.54219 -6.77384  0.08
39 H -3.22263 1.39627 -6.96102  0.12
40 H -3.51870 2.29294 -5.48105  0.10
41 H -5.49187 0.82930 -6.00847  0.07
42 H -4.69279 0.19217 -4.55880  0.07
43 H -4.42361 -0.57495 -6.11505  0.07
44 H -1.19963 3.54734 -1.31615  0.11
45 H -0.87999 3.80826 2.07854  0.12
46 H 0.75341 3.29565 1.77580  0.03
47 H -0.22541 5.76527 1.12151  0.11
48 H -0.39935 4.98778 -0.42176  0.09
49 H 2.05451 4.31911 -0.31781  0.07
50 H 1.73406 6.05794 -0.36766  0.07
51 H 3.72103 4.96503 1.36525  -0.16
52 H -1.25494 -0.93383 0.77043  0.10
53 C -2.53660 -2.31684 3.64377  -0.12
54 C -2.52767 -1.69655 5.03661  -0.28
55 C -1.48681 -2.31146 5.97070  -0.23
56 C -1.67287 -3.80420 6.24884  -0.23
57 C -3.03055 -4.18158 6.83939  -0.27
58 C -3.30958 -3.53247 8.19148  -0.11
59 H -2.78845 -3.37802 3.67554  0.07
60 H -3.26936 -1.82629 3.00082  0.07
61 H -1.55698 -2.21791 3.17093  0.04
62 H -3.52486 -1.77565 5.47882  0.10
63 H -2.32298 -0.62650 4.94832  0.07
64 H -1.48663 -1.76015 6.91513  0.10
65 H -0.49217 -2.16267 5.53640  0.10
66 H -0.88514 -4.13015 6.93564  0.11
67 H -1.51805 -4.36971 5.32603  0.10
68 H -3.07003 -5.26833 6.94992  0.10
69 H -3.82790 -3.92097 6.13802  0.10
70 H -2.54476 -3.80973 8.92018  0.07
71 H -4.27647 -3.84757 8.58576  0.07
72 H -3.32444 -2.44387 8.12103  0.06
73 C 3.43939 1.14757 0.44004  -0.10
74 C 4.74951 1.75800 -0.04635  -0.27
75 C 5.76707 0.72379 -0.52419  -0.23
76 C 6.21162 -0.27511 0.54566  -0.23
77 C 6.81143 0.35559 1.80160  -0.27
78 C 8.07163 1.17228 1.53253  -0.11
79 H 3.59260 0.49063 1.29712  0.07
80 H 2.73647 1.92150 0.75331  0.05
81 H 2.96514 0.56222 -0.35159  0.08
82 H 5.18724 2.36527 0.75171  0.09
83 H 4.54262 2.44630 -0.87219  0.10
84 H 6.64054 1.24442 -0.92578  0.10
85 H 5.33801 0.16695 -1.36316  0.11
86 H 6.94846 -0.95189 0.10185  0.11
87 H 5.36451 -0.90303 0.83446  0.10
88 H 7.04696 -0.44216 2.51044  0.10
89 H 6.06634 0.98565 2.29566  0.10
90 H 8.84488 0.55259 1.07352  0.07
91 H 8.47791 1.58250 2.45775  0.07
92 H 7.87473 2.01051 0.86227  0.06

Net charge = 0
HOMO = -9.1 eV
Multiplicity = 1
Largest force on an atom = 0.007 Eh/bohr
HOMO-LUMO gap = 8.12 eV
Electronic energy = -2136.7966 hartree
SMILES string = CC[C@@H](C)C1=C([C@H](C)CC)C(=O)c2cc(CCCS)c(I)cc2C1=O.CCCCCC.CCCCCC
LUMO = -0.94 eV